Here is 3 unconnected molecules or ions with the total composition C5H11N3O5S in a non-equilibrium geometry from the OMol25 dataset. Energies are from wB97M-V/def2-TZVPD.

Structure (ORCA input):
```
! RIJCOSX wB97M-V def2-TZVPD def2/J DEFGRID3
* xyz 0 1
C -1.0322 2.1887 0.0539
C -0.4909 -0.8299 -1.6184
C -1.3629 0.1459 -1.2259
C -1.2104 -1.7174 1.0785
C 1.0521 -1.4857 1.3496
N -0.8949 1.2076 -0.5595
N -0.9495 -2.9248 0.6320
N -2.4417 -1.2278 1.2090
O 3.1319 2.2597 -2.3441
O -1.2058 3.1537 0.6899
O 1.7923 3.5859 -0.9780
O 2.5781 1.4099 -0.0417
O -0.2687 -0.8780 1.5641
S 1.9878 2.0124 -1.5468
H -0.7673 -1.7946 -2.0113
H 0.5243 -1.0057 -1.3641
H -2.4044 0.1394 -1.4175
H 1.0497 -2.5481 1.2904
H 1.6952 -1.2086 2.2469
H 1.4764 -1.0292 0.3512
H 2.6120 4.1151 -1.2561
H -1.6834 -3.3529 0.2314
H -3.1924 -1.8754 1.2576
H 2.6209 2.1217 0.5844
H -2.6162 -0.4617 1.8246
*
```

Calculated values
DFT total energy in eV: -30903.4673
LUMO in eV: 0.6


Here is a molecular structure, C5H11N3OS in a non-equilibrium geometry from the OMol25 dataset. Energies are from wB97M-V/def2-TZVPD.

Structure (ORCA input):
```
! RIJCOSX wB97M-V def2-TZVPD def2/J DEFGRID3
* xyz 0 1
C 0.5973 0.1684 -0.1957
C -1.3510 -1.3125 0.6306
C -1.5029 0.3097 -1.4705
C -1.1649 1.2461 0.8763
C -0.8965 0.0326 -0.0555
N 1.2379 1.0748 -0.7977
N 2.5432 1.1224 -0.8329
N 1.5505 -0.9611 0.3465
O 4.0156 -0.2796 0.8974
S 3.0466 -0.2223 -0.1148
H -1.4950 -1.1819 1.6777
H -2.2352 -1.6289 0.2018
H -0.5918 -2.0081 0.5044
H -2.3928 -0.4058 -1.5728
H -0.8187 0.0711 -2.1988
H -1.8641 1.3613 -1.5670
H -2.2288 1.5048 0.9900
H -0.8450 2.2738 0.4481
H -0.6501 1.1128 1.8752
H 1.5278 -1.0263 1.4051
H 3.5177 -1.2515 -1.0473
*
```

Calculated values
DFT total energy in eV: -22711.7161
LUMO in eV: 0.5


Here is a molecular structure, C5H11N3OS in a non-equilibrium geometry from the OMol25 dataset. Energies are from wB97M-V/def2-TZVPD.

Structure (ORCA input):
```
! RIJCOSX wB97M-V def2-TZVPD def2/J DEFGRID3
* xyz 0 1
C 3.0942 0.5255 -0.4580
C 2.1682 0.4657 0.8543
C 0.2761 1.1623 -0.1451
C -1.8358 0.0809 0.0194
C 0.3019 -1.1199 0.2163
H 4.8240 -1.2829 -0.8248
H 3.7742 1.4351 -0.2773
H 2.2306 0.7546 -1.4012
H 2.5130 -0.1843 1.5353
H 2.2634 1.4870 1.0899
H 0.7808 2.1411 -0.1250
H 0.5266 0.8594 -1.3323
H -1.5794 1.9083 -0.9108
H -1.5320 -2.0295 0.3162
H 0.7780 -1.2528 -0.7698
H 0.8108 -1.9702 0.7958
N 0.6624 0.2650 0.7460
N -1.1542 1.1360 0.0376
N -1.0769 -1.0737 0.2396
O 3.5514 -1.0021 -0.5514
S -3.5530 -0.1767 -0.2356
*
```

Calculated values
DFT total energy in eV: -22709.3702
LUMO in eV: -0.2


Here is a gas-phase ion, C5H11N4S4 (charge +1) in a non-equilibrium geometry from the OMol25 dataset. Energies are from wB97M-V/def2-TZVPD.

Structure (ORCA input):
```
! RIJCOSX wB97M-V def2-TZVPD def2/J DEFGRID3
* xyz 1 1
C -1.6027 1.5085 0.7799
N -0.5644 0.5190 0.3757
C -0.9072 -0.9301 0.2784
N -1.7547 -1.3694 1.3459
S -1.8874 -3.0283 1.1859
S 0.1862 -3.3718 0.8091
C 0.4754 -1.5862 0.5307
N 1.3414 -1.2906 -0.6917
C 1.6130 0.1532 -0.6624
S 2.5806 0.7870 -2.0602
S 2.2357 2.6626 -1.3001
N 0.6474 2.3408 -0.6170
C 0.2848 0.9712 -0.6770
H -2.1589 0.9784 1.6433
H -0.9647 2.3673 1.0247
H -2.3965 1.7526 -0.0274
H -1.2749 -1.0802 -0.7819
H -1.7132 -0.8879 2.2115
H 0.9832 -1.0161 1.3797
H 0.9050 -1.7143 -1.5888
H 2.1551 -1.9296 -0.7035
H 2.0147 0.4768 0.2561
H -0.0043 2.9585 -0.9999
H -0.1934 0.7286 -1.7111
*
```

Calculated values
SMILES: CN1[C@@H]2NSS[C@H]2[NH2+][C@H]2SSN[C@@H]21
DFT total energy in eV: -54655.5881
LUMO in eV: -3.8


The lowest LUMO belongs to which entry?
C5H11N4S4